This record from OMol25 describes a structure of composition C23H29F6MnN5O6S4. The level of theory is ωB97M-V/def2-TZVPD.

Atoms and positions in Å:
Mn  -0.60990  -0.26182  -1.12653
C  3.17420  1.11706  3.54111
C  2.24088  -0.05976  3.76426
N  0.93203  0.09966  3.06963
C  -0.20625  0.52531  3.90231
C  -0.23742  2.02636  4.12849
C  0.86430  -0.05864  1.76586
S  -0.67121  0.38587  1.02165
N  1.97850  -0.44689  1.14030
C  2.05833  -0.81647  -0.10521
O  1.04809  -0.97104  -0.93505
C  3.35879  -1.16776  -0.67755
C  3.46032  -1.63207  -1.99222
C  4.70149  -1.94113  -2.51593
C  5.84156  -1.78289  -1.73629
C  5.74601  -1.32392  -0.42835
C  4.50789  -1.01979  0.10480
H  4.12875  0.90257  4.02078
H  2.78227  2.03366  3.97711
H  3.35697  1.28516  2.48156
H  1.99466  -0.16994  4.81866
H  2.68639  -0.99171  3.42484
H  -0.11152  -0.01849  4.84099
H  -1.12649  0.17315  3.43441
H  0.63106  2.36266  4.69101
H  -1.12492  2.29037  4.70266
H  -0.26388  2.57303  3.18476
H  2.57212  -1.76112  -2.59346
H  4.78742  -2.30631  -3.52972
H  6.81234  -2.02082  -2.15000
H  6.63754  -1.20607  0.17141
H  4.42126  -0.66191  1.12079
N  -2.96005  -1.88722  -2.67322
C  -2.35383  -2.63706  -1.72182
C  -2.76855  -3.97428  -1.53526
C  -2.19716  -4.74164  -0.56515
C  -1.19335  -4.19286  0.24892
C  -0.82950  -2.90150  0.03425
N  -1.39965  -2.10849  -0.92453
H  -3.55400  -2.38993  -3.31331
H  -2.46238  -1.11149  -3.08228
H  -3.53124  -4.37073  -2.19131
H  -2.51026  -5.76882  -0.43546
H  -0.71047  -4.76652  1.02510
H  -0.06337  -2.43750  0.63275
F  1.32774  2.06715  -5.30719
C  1.25593  0.94977  -4.63745
F  2.36201  0.69671  -3.97006
F  0.95780  -0.06142  -5.42929
S  -0.21810  1.07776  -3.43945
O  -0.56806  -0.36292  -3.15843
O  -1.19188  1.90183  -4.05229
N  0.16113  1.43313  -1.90964
S  1.22954  2.61573  -1.44176
O  1.89789  2.13858  -0.28281
O  1.87609  3.09676  -2.61034
C  0.09244  3.96466  -0.89294
F  -0.61562  4.39522  -1.91953
F  0.83347  4.93483  -0.39401
F  -0.73896  3.51413  0.05307
O  -2.34739  0.49499  -1.26183
S  -3.85752  0.63232  -0.95156
C  -4.02909  2.26202  -0.18769
C  -4.84472  2.03127  1.08149
C  -4.28155  0.76039  1.71206
C  -4.20592  -0.26629  0.58218
H  -4.47463  2.93695  -0.91502
H  -3.00736  2.57563  0.02516
H  -5.90064  1.89757  0.83788
H  -4.77324  2.89955  1.73474
H  -4.90718  0.39146  2.52311
H  -3.28454  0.94882  2.11461
H  -5.15827  -0.76890  0.40935
H  -3.42715  -1.02597  0.67185

## Properties
**HOMO level (spin up / spin down)**: -0.5230 / -0.5223 Eh
**Spin multiplicity**: 4
**Expectation value of S²**: 3.953
**Maximum force**: 0.0129 hartree/bohr
**Total charge**: +2
**LUMO level (spin up / spin down)**: -8.5 / -7.4 eV